The following is a quantum chemistry calculation of C23H22Br2CuN6O4S as an isolated structure, from OMol25.

```
59
C23H22Br2CuN6O4S (ωB97M-V/def2-TZVPD)
Br -1.247 4.991 0.491
Br -6.465 2.980 -0.296
Cu -0.177 0.064 0.491
S 3.082 0.359 0.158
O 0.088 -1.843 -0.060
O -0.566 1.952 0.359
O 4.117 1.139 0.768
O 3.395 -1.004 -0.229
N 0.294 0.320 2.713
N 1.224 3.067 -4.786
N 1.741 0.325 1.035
N 0.604 -3.976 -0.356
N -2.149 -0.085 0.071
N 2.592 0.699 3.245
C -2.375 3.497 0.261
C -2.739 1.146 0.068
C 1.343 -2.871 1.709
C -1.819 2.234 0.242
C 2.220 0.822 4.514
C 1.499 3.046 -2.383
C -0.009 -3.892 -1.677
C 2.506 1.156 -1.298
C 1.202 -5.239 0.076
C 0.910 0.716 4.959
C 2.696 0.551 -2.533
C -4.886 0.146 -0.284
C -2.885 -1.153 -0.103
C 1.597 0.486 2.385
C 1.684 2.445 -3.630
C -3.762 3.697 0.099
C -4.278 -1.076 -0.288
C -4.617 2.648 -0.080
C -0.037 0.437 3.990
C 0.640 -2.873 0.392
C -4.119 1.320 -0.102
C 1.913 2.414 -1.229
C 2.289 1.191 -3.693
H 1.740 2.888 -0.274
H -2.365 -2.101 -0.093
H 0.785 -5.576 1.024
H 3.153 -0.427 -2.575
H 2.183 -2.187 1.603
H 1.674 2.792 -5.643
H 0.229 -4.802 -2.220
H 0.978 -5.991 -0.674
H 0.650 0.825 6.001
H 1.008 4.010 -2.319
H -1.085 0.304 4.236
H 2.284 -5.155 0.169
H -1.093 -3.794 -1.610
H -4.147 4.707 0.117
H 2.433 0.710 -4.653
H 1.081 4.061 -4.721
H 1.714 -3.842 2.018
H 0.671 -2.476 2.472
H 0.380 -3.034 -2.222
H 3.022 1.004 5.221
H -4.847 -1.983 -0.431
H -5.956 0.233 -0.423
```

Electronic energy in Ha: -8705.918046
Total charge: 0
Orbital gap (spin up / spin down) in Eh: 0.2708 / 0.2701
Multiplicity: 2
HOMO level (spin up / spin down) in eV: -7.63 / -7.60
E_LUMO (spin up / spin down) in eV: -0.3 / -0.2